Record 1
141
Properties=species:S:1:pos:R:3:lowdin_charge:R:1 method="wB97M-V/def2-TZVPD" multiplicity=1 charge=+1 orbital_gap_ev=7.43 homo_ev=-10.1
C 4.42 1.76 3.47 -0.120
C 3.93 1.51 2.37 -0.126
C 3.34 1.00 1.00 -0.195
C 2.55 2.23 0.37 -0.090
C 1.73 1.66 -0.87 -0.270
C 1.04 2.89 -1.58 -0.174
C 0.15 2.51 -2.84 -0.127
C -1.06 1.57 -2.50 -0.374
O -0.86 0.37 -2.44 0.077
N -2.45 2.07 -2.26 0.037
C -3.00 1.11 -1.27 -0.249
C -3.85 -0.04 -1.68 -0.210
C -4.35 -1.02 -0.63 -0.099
C -3.91 -0.76 0.81 -0.116
C -3.07 0.41 1.22 -0.061
C -2.60 1.35 0.16 -0.018
C 2.76 0.85 -1.79 -0.093
C 4.28 0.93 -1.34 -0.180
N 4.52 0.64 0.12 -0.105
C 5.03 -0.73 0.43 -0.183
S 4.10 -2.10 -0.36 0.737
O 4.32 -2.22 -1.81 -0.355
O 2.66 -2.12 0.02 -0.398
H 4.67 1.98 4.53 0.041
H 2.69 0.12 1.26 0.163
H 1.84 2.72 1.11 0.148
H 3.22 3.06 -0.01 0.136
H 0.97 0.89 -0.49 0.151
H 1.81 3.66 -1.87 0.129
H 0.34 3.35 -0.82 0.068
H -0.26 3.45 -3.34 0.101
H 0.83 2.02 -3.60 0.064
H -2.98 2.04 -3.14 0.106
H -4.10 -0.20 -2.75 0.012
H -4.97 -1.90 -0.95 0.039
H -4.23 -1.47 1.62 0.045
H -2.73 0.61 2.27 0.093
H -1.95 2.23 0.41 0.094
H 2.44 -0.24 -1.87 0.113
H 2.73 1.25 -2.86 0.113
H 4.93 0.27 -1.96 0.077
H 4.64 1.99 -1.54 0.130
H 5.27 1.30 0.42 0.117
H 4.95 -0.88 1.56 0.143
H 6.15 -0.82 0.21 0.131
H 4.63 -3.28 0.19 0.110
C 0.51 -4.73 0.34 -1.529
Cl 2.05 -5.10 -0.45 0.544
Cl -0.84 -4.93 -0.79 0.549
Cl 0.28 -5.75 1.77 0.529
H 0.53 -3.69 0.66 0.006
C -7.05 1.07 -4.03 -1.470
Cl -8.26 -0.15 -3.64 0.524
Cl -7.76 2.69 -3.99 0.504
Cl -5.68 0.96 -2.90 0.698
H -6.68 0.88 -5.03 0.021
C 1.65 0.84 -6.78 -1.514
Cl 0.23 1.80 -6.32 0.546
Cl 1.79 0.76 -8.54 0.475
Cl 3.12 1.53 -6.07 0.519
H 1.52 -0.16 -6.40 0.018
C 4.78 0.88 -11.60 -1.540
Cl 3.04 0.68 -11.79 0.510
Cl 5.43 1.94 -12.85 0.530
Cl 5.16 1.52 -9.99 0.501
H 5.25 -0.09 -11.69 0.015
C 8.08 3.16 2.78 -1.458
Cl 8.18 4.63 1.80 0.540
Cl 8.39 3.52 4.48 0.515
Cl 6.48 2.39 2.58 0.657
H 8.84 2.47 2.43 0.021
C -1.97 -0.07 -8.97 -1.534
Cl -3.14 -0.70 -10.15 0.535
Cl -0.69 -1.25 -8.67 0.509
Cl -1.30 1.47 -9.54 0.504
H -2.50 0.12 -8.04 0.012
C -11.09 3.12 -6.55 -1.536
Cl -10.55 1.82 -5.47 0.489
Cl -12.78 3.52 -6.24 0.527
Cl -10.07 4.55 -6.36 0.511
H -11.00 2.77 -7.57 0.015
C 8.13 6.86 7.13 -1.574
Cl 6.93 6.29 5.96 0.492
Cl 9.38 5.63 7.39 0.502
Cl 8.87 8.37 6.58 0.529
H 7.63 7.05 8.07 -0.070
C 6.08 -0.45 6.52 -1.515
Cl 4.87 -1.02 5.36 0.529
Cl 7.32 -1.67 6.79 0.546
Cl 6.81 1.07 5.97 0.518
H 5.58 -0.26 7.47 0.022
C -4.22 -5.35 1.05 -1.498
Cl -4.31 -3.67 0.50 0.602
Cl -3.39 -5.45 2.61 0.514
Cl -5.84 -6.06 1.16 0.478
H -3.65 -5.92 0.32 0.008
C -5.73 -9.88 2.46 -1.529
Cl -5.17 -11.12 3.59 0.508
Cl -7.44 -9.51 2.74 0.515
Cl -4.75 -8.41 2.61 0.489
H -5.63 -10.26 1.45 0.017
C -8.37 -14.03 3.15 -1.518
Cl -10.12 -14.22 2.95 0.547
Cl -7.71 -13.02 1.86 0.514
Cl -8.00 -13.35 4.74 0.519
H -7.92 -15.02 3.08 0.018
C -1.74 6.10 -0.54 -1.510
Cl -2.71 5.63 0.86 0.519
Cl -0.01 5.92 -0.19 0.534
Cl -2.19 5.15 -1.96 0.566
H -1.94 7.15 -0.75 0.020
C -7.59 -5.77 -2.71 -1.530
Cl -6.51 -4.78 -1.71 0.492
Cl -6.69 -6.54 -4.02 0.523
Cl -8.41 -6.98 -1.71 0.525
H -8.34 -5.12 -3.15 0.015
C -11.73 -14.55 6.39 -1.561
Cl -12.93 -15.79 6.81 0.522
Cl -12.48 -12.95 6.35 0.516
Cl -10.38 -14.58 7.53 0.508
H -11.35 -14.78 5.39 -0.046
C 7.79 -0.03 -2.90 -1.512
Cl 9.46 -0.50 -2.58 0.562
Cl 7.22 1.12 -1.68 0.595
Cl 7.64 0.67 -4.52 0.565
H 7.16 -0.92 -2.86 0.014
C -2.85 8.73 3.90 -1.542
Cl -1.30 8.36 3.13 0.499
Cl -4.18 8.47 2.76 0.511
Cl -3.08 7.76 5.35 0.523
H -2.85 9.78 4.18 0.015
C 7.05 9.93 3.01 -1.540
Cl 5.94 9.49 4.32 0.505
Cl 8.31 11.02 3.60 0.525
Cl 7.77 8.48 2.30 0.498
H 6.48 10.44 2.24 0.014
C 8.18 6.70 11.65 -1.518
Cl 8.63 7.71 13.03 0.539
Cl 6.43 6.43 11.63 0.527
Cl 8.71 7.43 10.13 0.569
H 8.67 5.74 11.75 0.019

---

Record 2
60
Properties=species:S:1:pos:R:3:lowdin_charge:R:1 method="wB97M-V/def2-TZVPD" multiplicity=1 charge=-1 orbital_gap_ev=5.65 homo_ev=-3.7 de_lowest_kcal_mol=0.0
C -5.85 1.77 -0.41 -0.083
C -5.02 1.34 0.77 -0.230
O -3.87 0.61 0.25 -0.084
C -3.01 0.24 1.25 -0.512
C -1.94 -0.59 0.66 -0.296
F -1.47 -1.52 1.50 -0.094
S -2.25 -1.15 -1.08 0.713
C -0.78 -2.01 -1.62 -0.273
C 0.06 -1.38 -2.53 -0.060
C 1.18 -2.06 -3.02 -0.087
C 1.42 -3.38 -2.63 -0.099
C 0.56 -4.01 -1.73 -0.083
C -0.55 -3.33 -1.22 -0.061
O -3.33 -2.12 -1.06 -0.337
O -2.29 0.02 -1.93 -0.347
O -3.13 0.56 2.43 0.007
H -6.63 2.44 -0.03 0.065
H -5.27 2.32 -1.15 0.081
H -6.35 0.92 -0.88 0.078
H -4.63 2.19 1.33 0.117
H -5.59 0.67 1.43 0.126
H -0.18 -0.38 -2.87 0.107
H 1.85 -1.55 -3.71 0.097
H 2.28 -3.92 -3.04 0.096
H 0.73 -5.05 -1.43 0.101
H -1.25 -3.81 -0.54 0.116
F 1.09 0.36 3.18 0.093
C 1.67 -0.73 3.75 -0.781
F 3.01 -0.60 3.68 0.095
F 1.32 -0.79 5.06 0.083
S 0.96 -2.19 2.87 1.104
N 1.65 -3.36 3.98 -0.587
S 3.35 -3.94 3.86 0.686
C 4.22 -3.52 5.38 -0.246
C 5.50 -2.97 5.26 -0.057
C 6.26 -2.71 6.41 -0.074
C 5.75 -3.02 7.68 -0.079
C 4.50 -3.62 7.79 -0.064
C 3.76 -3.90 6.64 -0.049
O 3.17 -5.36 3.78 -0.279
O 3.99 -3.20 2.80 -0.293
S 0.48 -4.36 4.76 0.646
C -0.67 -3.12 5.34 -0.311
C -0.71 -2.81 6.70 -0.066
C -1.55 -1.78 7.12 -0.080
C -2.30 -1.06 6.18 -0.059
C -2.23 -1.37 4.82 -0.036
C -1.51 -2.49 4.43 -0.117
O -0.12 -5.24 3.80 -0.264
O 1.09 -4.87 5.96 -0.329
H 5.91 -2.77 4.28 0.112
H 7.25 -2.28 6.31 0.104
H 6.34 -2.84 8.57 0.103
H 4.09 -3.89 8.76 0.109
H 2.82 -4.41 6.73 0.079
H -0.09 -3.36 7.41 0.109
H -1.60 -1.52 8.18 0.102
H -2.92 -0.22 6.50 0.105
H -2.72 -0.75 4.07 0.090
H -1.59 -2.89 3.42 0.092